(1)
{
  "formula": "C30H25BrN3ReSi",
  "method": "ωB97M-V/def2-TZVPD",
  "e_above_lowest_kcal_mol": 0.0,
  "homo_energy_ev": [-17.1, -17.0],
  "lumo_ev": [-10.249, -10.832],
  "charge": 3,
  "spin_multiplicity": 4,
  "species": ["Re", "C", "C", "C", "C", "C", "Br", "N", "C", "H", "H", "H", "H", "H", "H", "C", "C", "N", "C", "C", "C", "C", "C", "C", "C", "C", "C", "N", "C", "H", "H", "H", "H", "H", "H", "H", "H", "C", "C", "C", "C", "C", "C", "Si", "C", "C", "C", "C", "C", "C", "H", "H", "H", "H", "H", "H", "H", "H", "H", "H", "H"],
  "xyz": [[-0.89659, 0.32330, -0.34058], [-4.37365, 1.94577, -4.56850], [-4.01884, 1.91186, -3.11231], [-4.86483, 2.43727, -2.13173], [-4.52087, 2.40769, -0.78165], [-3.30684, 1.85075, -0.49436], [-2.53359, 1.60526, 1.24112], [-2.45583, 1.34505, -1.38991], [-2.81592, 1.36430, -2.69033], [-5.45214, 1.98357, -4.70503], [-3.99052, 1.07079, -5.09083], [-3.94699, 2.83590, -5.03446], [-5.81502, 2.86841, -2.42342], [-5.17304, 2.79509, -0.01169], [-2.11898, 0.92523, -3.39250], [1.66022, -0.24357, -3.83529], [0.75197, 0.29807, -2.93086], [0.35734, -0.37070, -1.84247], [0.88399, -1.60738, -1.60238], [1.77623, -2.23191, -2.47458], [2.15994, -1.51004, -3.62104], [2.25511, -3.54225, -2.14695], [1.85966, -4.16169, -1.00972], [0.96487, -3.51919, -0.09248], [0.51122, -4.09806, 1.10971], [-0.34760, -3.39762, 1.92499], [-0.74315, -2.11094, 1.56403], [-0.33165, -1.53779, 0.43194], [0.49850, -2.24027, -0.39486], [1.94903, 0.33551, -4.70103], [0.32534, 1.28245, -3.08350], [2.85378, -1.95007, -4.32738], [2.93659, -4.03057, -2.83144], [2.21552, -5.15611, -0.77294], [0.83745, -5.09421, 1.38367], [-0.71831, -3.82184, 2.84735], [-1.40292, -1.52887, 2.19603], [4.29638, -1.78689, 1.05372], [3.43598, -1.78182, 2.14778], [2.41775, -0.84825, 2.21935], [2.24038, 0.09511, 1.19746], [3.12168, 0.08016, 0.10856], [4.14399, -0.85148, 0.03632], [0.95366, 1.40543, 1.24624], [0.18391, 2.05507, 2.76832], [-0.31971, 1.22414, 3.78215], [-0.87730, 1.76636, 4.92489], [-0.93345, 3.15081, 5.07598], [-0.43887, 3.98636, 4.08362], [0.11029, 3.44445, 2.93189], [5.10768, -2.50214, 1.01225], [3.58792, -2.48634, 2.95485], [1.78384, -0.82542, 3.09970], [3.03256, 0.83055, -0.67234], [4.84369, -0.83136, -0.78918], [1.19458, 2.43144, 0.19998], [-0.26090, 0.14290, 3.69065], [-1.25483, 1.12316, 5.70830], [-1.35775, 3.57598, 5.97571], [-0.47618, 5.05952, 4.21277], [0.49524, 4.10906, 2.16641]],
  "forces_ev_per_angstrom": [[-0.3, -0.4, -0.1], [0.0, 0.0, 0.0], [0.0, 0.0, 0.0], [0.0, 0.0, 0.0], [0.1, 0.0, 0.0], [-0.1, 0.0, 0.1], [-0.1, 0.0, 0.1], [0.2, 0.3, -0.2], [0.0, 0.0, 0.1], [0.0, 0.0, 0.0], [0.0, 0.0, 0.0], [0.0, 0.0, 0.0], [0.0, 0.0, 0.0], [0.0, 0.0, 0.0], [0.0, 0.0, 0.0], [0.0, 0.0, 0.0], [0.0, 0.0, 0.0], [0.0, 0.0, 0.0], [0.1, 0.0, -0.1], [-0.1, 0.1, 0.1], [0.0, 0.0, 0.0], [0.0, -0.1, 0.0], [0.0, 0.0, 0.0], [-0.1, 0.1, 0.0], [0.0, 0.0, 0.0], [0.0, 0.0, 0.0], [0.0, 0.0, 0.0], [0.1, 0.0, 0.2], [0.0, -0.1, 0.1], [0.0, 0.0, 0.0], [0.0, 0.0, 0.0], [0.0, 0.0, 0.0], [0.0, 0.0, 0.0], [0.0, 0.0, 0.0], [0.0, 0.0, 0.0], [0.0, 0.0, 0.0], [0.0, 0.0, 0.0], [0.0, 0.0, 0.0], [0.0, 0.0, 0.0], [-0.1, 0.1, 0.1], [0.0, 0.0, 0.1], [0.0, 0.1, -0.1], [0.0, -0.1, 0.0], [0.1, 0.0, -0.2], [0.0, -0.1, 0.1], [0.0, -0.1, -0.1], [0.0, 0.1, 0.1], [0.0, -0.1, 0.0], [0.0, 0.0, 0.1], [0.0, 0.0, -0.1], [0.0, 0.0, 0.0], [0.0, 0.0, 0.0], [0.0, 0.0, 0.0], [0.0, 0.0, 0.0], [0.0, 0.0, 0.0], [0.0, 0.0, 0.1], [0.0, 0.0, 0.0], [0.0, 0.0, 0.0], [0.0, 0.0, 0.0], [0.0, 0.0, 0.0], [0.0, 0.0, 0.0]],
  "mulliken_spin": [2.829, 0.000, -0.004, 0.023, -0.002, -0.008, 0.015, 0.059, 0.015, 0.000, 0.000, -0.001, 0.000, 0.000, 0.001, -0.007, 0.000, -0.048, -0.002, -0.006, 0.037, 0.000, -0.004, 0.014, 0.035, -0.019, 0.014, 0.075, -0.053, 0.001, 0.007, -0.001, 0.000, 0.000, -0.001, 0.000, -0.007, 0.006, 0.002, 0.008, 0.007, -0.020, -0.002, 0.059, 0.002, -0.007, 0.003, -0.005, 0.002, -0.010, 0.000, 0.000, 0.000, -0.003, 0.000, -0.003, -0.002, 0.000, 0.000, 0.000, -0.001]
}

---

(2)
{
  "formula": "C30H25CrN2O2P2S2",
  "method": "ωB97M-V/def2-TZVPD",
  "homo_energy_ev": [-3.5, -4.5],
  "lumo_ev": [2.515, 2.512],
  "charge": -1,
  "spin_multiplicity": 5,
  "species": ["Cr", "S", "P", "C", "P", "S", "C", "C", "C", "C", "C", "C", "C", "C", "C", "C", "C", "C", "C", "C", "C", "C", "C", "C", "C", "C", "C", "C", "C", "C", "H", "H", "H", "H", "H", "H", "H", "H", "H", "H", "H", "H", "H", "H", "H", "H", "H", "H", "H", "H", "C", "N", "C", "C", "C", "O", "N", "C", "O", "H", "H", "H", "H", "H"],
  "xyz": [[0.26780, 1.23010, 0.47200], [1.83010, -0.65040, 0.16400], [1.39750, -0.48740, 2.13510], [-0.01870, 0.29130, 2.73670], [-1.42590, -0.32770, 1.94320], [-1.66580, -0.32060, -0.06220], [-1.75490, -2.05160, 2.45620], [-2.39010, -2.34840, 3.65710], [-2.41980, -3.65210, 4.11500], [-1.80120, -4.66170, 3.39510], [-1.16090, -4.36680, 2.20170], [-1.13470, -3.06860, 1.73370], [-2.79410, 0.61970, 2.66300], [-4.04530, 0.54850, 2.06740], [-5.09060, 1.29510, 2.57280], [-4.89110, 2.11210, 3.67270], [-3.64240, 2.18480, 4.26620], [-2.59060, 1.44300, 3.76110], [1.73260, -2.16180, 2.80450], [2.21480, -3.19840, 2.01780], [2.37550, -4.45660, 2.56580], [2.04280, -4.68790, 3.88940], [1.53780, -3.65900, 4.66940], [1.38070, -2.39810, 4.12750], [2.75760, 0.48650, 2.86500], [3.98610, -0.07980, 3.17790], [5.01900, 0.72260, 3.62900], [4.83000, 2.08470, 3.78590], [3.60060, 2.65050, 3.48120], [2.57350, 1.85780, 3.00510], [-2.85610, -1.55150, 4.22450], [-2.92730, -3.88940, 5.04090], [-1.80700, -5.67680, 3.76750], [-0.67820, -5.15680, 1.64310], [-0.63670, -2.81910, 0.80220], [-4.16330, -0.07810, 1.19340], [-6.06270, 1.25730, 2.10110], [-5.70920, 2.70310, 4.06240], [-3.48590, 2.83280, 5.11890], [-1.60310, 1.49970, 4.19950], [2.45550, -3.00350, 0.98230], [2.76260, -5.26480, 1.96120], [2.18450, -5.67250, 4.31530], [1.26700, -3.84690, 5.69920], [0.97230, -1.58310, 4.71130], [4.12240, -1.14830, 3.06960], [5.97780, 0.28220, 3.86840], [5.64330, 2.70440, 4.14100], [3.44620, 3.71160, 3.62400], [1.60770, 2.28480, 2.74380], [2.30090, 5.36510, -0.39620], [0.96050, 4.93500, -0.08280], [-0.06560, 5.80640, 0.17280], [-1.29120, 5.34720, 0.51420], [-1.52620, 3.92460, 0.70580], [-2.57850, 3.46140, 1.12150], [-0.45260, 3.10160, 0.40270], [0.72350, 3.59260, 0.02260], [1.63590, 2.76240, -0.22140], [2.27630, 6.34330, -0.87680], [2.75020, 4.62350, -1.05760], [2.89940, 5.41810, 0.51820], [0.17890, 6.85550, 0.08250], [-2.10320, 6.02960, 0.70380]],
  "forces_ev_per_angstrom": [[0.3, -0.6, -0.7], [-0.1, 0.3, -0.2], [0.1, 0.0, 1.3], [0.4, -0.8, -2.0], [-0.1, 0.0, 1.1], [0.1, 0.3, -0.2], [0.2, 0.1, 0.1], [0.0, 0.2, -0.2], [-0.1, -0.2, 0.2], [0.0, 0.0, 0.0], [0.0, -0.2, 0.0], [-0.2, 0.1, -0.1], [-0.1, -0.1, -0.1], [0.1, 0.0, 0.1], [-0.2, 0.0, -0.1], [0.0, 0.1, 0.1], [-0.1, 0.1, 0.1], [0.1, -0.1, 0.0], [-0.3, 0.1, 0.0], [0.1, 0.2, 0.1], [0.1, -0.2, 0.0], [0.1, -0.1, 0.1], [0.0, -0.1, 0.1], [0.0, 0.0, 0.0], [0.0, 0.0, -0.2], [-0.2, 0.0, 0.0], [0.2, -0.1, 0.1], [0.1, 0.1, 0.0], [0.1, 0.1, 0.0], [-0.1, 0.0, 0.0], [0.0, 0.0, 0.0], [0.0, 0.0, 0.1], [0.0, -0.1, 0.0], [0.1, 0.0, 0.0], [0.0, 0.0, 0.0], [-0.1, 0.0, -0.1], [-0.1, 0.0, 0.0], [-0.1, 0.0, 0.0], [0.0, 0.0, 0.0], [0.1, 0.0, 0.0], [0.0, 0.0, 0.0], [0.0, -0.1, -0.1], [-0.1, -0.1, 0.0], [0.0, 0.0, 0.1], [-0.1, 0.0, 0.0], [0.1, 0.0, 0.0], [0.1, 0.0, 0.0], [0.0, 0.0, 0.0], [0.0, 0.1, -0.1], [0.1, -0.1, 0.2], [0.4, 0.0, 0.0], [-0.1, 0.2, -0.1], [-0.8, -0.4, 0.2], [0.6, 0.8, -0.1], [-0.4, -1.0, 0.3], [0.2, 0.4, -0.2], [-0.6, 1.1, 0.1], [0.2, -0.3, -0.1], [0.1, 0.0, 0.0], [0.0, -0.1, 0.0], [0.0, 0.2, 0.1], [0.1, 0.0, -0.1], [0.0, 0.0, 0.0], [0.0, 0.0, 0.0]],
  "mulliken_spin": [3.927, -0.021, 0.004, 0.157, -0.116, 0.017, 0.006, -0.003, 0.001, 0.000, 0.000, 0.005, -0.004, -0.002, 0.001, -0.001, 0.002, 0.005, 0.014, 0.002, 0.000, 0.000, 0.003, -0.009, -0.027, 0.000, 0.001, 0.001, 0.007, 0.017, -0.002, 0.000, 0.000, 0.000, 0.009, 0.003, 0.000, 0.000, 0.000, 0.000, -0.004, 0.000, 0.000, 0.000, -0.002, 0.000, 0.000, 0.000, 0.000, -0.032, 0.000, -0.004, 0.000, 0.007, 0.014, 0.017, 0.059, -0.048, -0.003, 0.000, 0.000, 0.000, 0.000, 0.000]
}

---

Q: Which of these has the highest charge?
A: C30H25BrN3ReSi

---

Q: The lowest charge belongs to which entry?
A: C30H25CrN2O2P2S2

---

Q: The highest charge belongs to which entry?
A: C30H25BrN3ReSi